Record 1
Below is a molecular structure, C45H65BiN4P2SeSi, with properties calculated with ωB97M-V/def2-TZVPD.

Element x y z (Å)
Bi -2.53091 0.37601 -2.30912
C 1.44368 -0.35773 6.53458
C 0.45189 0.27340 5.55255
C 0.79673 1.72022 5.08309
P 0.07812 -0.58398 3.87774
C -1.67707 -1.16144 4.06095
C -2.10648 -2.01561 5.30342
C -2.16933 -1.96872 2.82835
C 1.03281 -2.08892 3.91049
C 0.96534 -2.89761 5.04347
C 1.53588 -4.15361 5.11922
C 2.14636 -4.67172 4.00573
C 2.35719 -3.89213 2.85324
C 1.94403 -2.47196 2.82232
N 2.37209 -1.55224 1.92381
C 2.89535 -1.64780 0.67900
C 2.69756 -2.69996 -0.22538
C 3.53179 -2.88173 -1.36622
C 4.60796 -2.01482 -1.53033
C 4.75949 -0.88592 -0.68534
C 3.88100 -0.59863 0.32310
P 4.02432 0.73846 1.46732
C 5.46431 0.18109 2.56374
C 4.89217 0.37565 4.04295
C 6.82658 0.86811 2.37663
C 4.87262 2.08456 0.39641
C 3.98188 2.53080 -0.77720
C 5.28580 3.34560 1.08936
H 1.85992 0.50740 7.19821
H 0.92592 -1.10209 7.18964
H 2.31482 -0.77366 6.04439
H -0.50145 0.26522 6.10978
H 1.71446 1.82805 4.61244
H -0.09157 2.02756 4.43919
H 0.79441 2.35188 5.99968
H -2.25027 -0.19201 4.16221
H -1.99731 -1.37751 6.26250
H -3.17072 -2.16289 5.21435
H -1.55189 -2.98695 5.40053
H -1.85662 -2.98609 2.90748
H -3.23990 -1.88961 2.72071
H -1.72648 -1.57130 1.87928
H 0.42017 -2.49826 5.94774
H 1.52583 -4.66438 6.10495
H 2.68186 -5.65535 4.06806
H 2.95043 -4.26746 1.99723
H 1.93782 -3.45169 0.08054
H 3.27623 -3.78235 -1.94117
H 5.23576 -2.15649 -2.42454
H 5.54071 -0.17470 -0.86335
H 5.58944 -0.90281 2.39461
H 4.69335 1.39816 4.17401
H 3.92859 -0.10358 4.27436
H 5.69229 0.16048 4.77722
H 7.05098 1.86492 2.82998
H 7.51361 0.13082 2.87502
H 7.00271 0.83592 1.31402
H 5.75283 1.60304 -0.11191
H 3.51738 1.61836 -1.15031
H 3.14149 3.19244 -0.36418
H 4.59603 2.97680 -1.55062
H 4.33179 3.93658 1.21384
H 5.59475 3.13547 2.17863
H 5.94195 3.95527 0.46847
N -0.78396 2.58939 -2.04860
C -1.04184 2.93213 -0.66149
C -0.01578 2.91204 0.27807
C -0.13918 3.58832 1.49562
C -1.42980 3.97820 1.89561
C -2.48918 3.87649 1.03580
C -2.36945 3.41659 -0.27142
C -3.54030 3.40629 -1.16835
C -4.58619 4.37463 -1.02531
C -5.75588 4.29499 -1.86916
C -5.76479 3.34036 -2.89824
C -4.63243 2.52138 -3.08748
C -3.56442 2.55819 -2.28249
H 0.15988 2.49330 -2.29849
H -1.20183 3.12540 -2.76318
H 0.94168 2.63920 -0.06573
H 0.66100 3.63098 2.18548
H -1.64623 4.57849 2.78512
H -3.49603 4.25340 1.30848
H -4.41268 5.19237 -0.35390
H -6.66384 4.80123 -1.59303
H -6.68543 3.10592 -3.48187
H -4.71683 1.77208 -3.85324
C -3.42705 0.62041 -7.11345
Si -1.96677 0.97499 -6.05698
C -1.97915 2.75700 -5.54285
C -0.47526 0.29342 -7.08711
C -1.90125 -0.17490 -4.52544
H -3.14244 0.21979 -8.08425
H -4.01898 1.53814 -7.20441
H -4.11777 -0.14427 -6.60541
H -1.99236 3.30725 -6.52900
H -1.12337 3.08500 -4.92120
H -2.90123 2.90472 -4.98341
H -0.52713 -0.53383 -7.78459
H 0.27658 0.06910 -6.29777
H -0.09003 1.22023 -7.59337
H -0.85683 -0.47896 -4.43677
H -2.46425 -1.05218 -4.78022
C -1.99413 -3.83159 -1.50720
N -2.93821 -3.77664 -2.61488
C -2.79319 -4.61760 -3.70472
C -3.79013 -4.39225 -4.59431
N -4.51646 -3.30505 -4.05331
C -5.70684 -2.74284 -4.68430
C -3.95947 -2.88005 -2.88442
Se -4.65692 -1.51778 -1.86027
H -1.03592 -4.38723 -1.86834
H -2.35731 -4.40314 -0.68200
H -1.91317 -2.84929 -1.08489
H -2.03147 -5.31159 -3.73462
H -3.95652 -5.00331 -5.46933
H -5.77288 -1.68644 -4.48310
H -6.53221 -3.25367 -4.09807
H -5.66484 -3.06732 -5.78907

Summary:
- Energy relative to the best compared isomer or geometry (same formula, charge and spin): 580.2 kJ/mol
- E_LUMO: -1.40 eV
- DFT total energy: -5560.72530 Eh
- 2S+1: 1
- Kohn-Sham gap: 3.49 eV

---

Record 2
Below is 32 unconnected molecules or ions with the total composition C27H103F5NO34S2, with properties calculated with ωB97M-V/def2-TZVPD.

Element x y z (Å)
C -8.12139 1.69120 -1.33682
C -6.50125 2.05428 -1.17807
O -6.01055 2.43620 -2.51204
C -4.56479 2.82919 -2.45478
C -3.60541 1.92183 -3.42780
O -2.83738 0.99810 -2.57899
C -1.48874 1.57034 -2.25288
C -0.77571 0.44479 -1.26615
N 0.29793 -0.39769 -1.50046
C 0.61449 -1.33811 -0.31865
C -0.31295 -2.65816 -0.76025
C 0.05970 -3.18748 -2.30231
C -0.99490 -2.66196 -3.44276
S 0.01997 -1.79837 -4.81104
C 2.24365 -1.71123 -0.25856
F 2.92399 -1.38711 -1.56190
F 2.96888 -0.94837 0.78611
C 2.50997 -3.31774 0.06724
C 2.32095 -3.97766 1.59243
C 2.55016 -5.60727 1.87760
C 2.97505 -6.68856 0.68847
C 3.21158 -6.02096 -0.81657
C 3.65986 -7.06947 -2.00785
F 2.60635 -6.95184 -3.07869
F 4.95321 -6.69764 -2.63290
F 3.74051 -8.47398 -1.47427
C 2.98797 -4.41969 -1.09581
C 0.03068 -0.37479 0.90363
C 0.07609 -0.92452 2.44572
C 1.10094 -0.08667 3.43928
C 0.54435 1.43270 3.81756
S 1.39519 2.77346 2.76219
C -1.37530 0.21509 0.27837
C -2.10458 1.48916 1.00719
C -3.43008 1.11344 1.90152
O -3.52238 -0.28663 2.32759
C -4.59253 -1.02777 1.65301
C -5.48007 -1.79459 2.84472
H -8.70317 1.75521 -0.31548
H -8.63973 2.44453 -2.09273
H -8.26835 0.60463 -1.79849
H -5.95157 1.09838 -0.72737
H -6.41738 2.88838 -0.36107
H -4.52295 3.93231 -2.85764
H -4.16088 2.82047 -1.35518
H -4.33556 1.24467 -4.08106
H -2.94372 2.52645 -4.18022
H -1.54580 2.64046 -1.78137
H -0.91600 1.59172 -3.29548
H 0.76154 -0.31825 -2.43213
H -1.46238 -2.34360 -0.83157
H -0.27402 -3.52355 0.03520
H 0.04806 -4.37935 -2.36328
H 1.13404 -2.86374 -2.64384
H -1.52664 -3.56736 -3.99541
H -1.75533 -1.83988 -3.06717
H 1.37464 -2.18950 -4.73047
H 2.02399 -3.33855 2.52544
H 2.38770 -6.06648 2.95598
H 3.09346 -7.84180 0.92522
H 3.16989 -4.00553 -2.19064
H 0.78567 0.53802 0.85231
H 0.24402 -2.08268 2.45019
H -1.01290 -0.74883 2.90193
H 1.24001 -0.70546 4.45062
H 2.17543 0.06565 3.00060
H -0.62525 1.49582 3.71743
H 0.91637 1.64862 4.92887
H 2.22853 2.15556 1.79042
H -2.26425 -0.51724 0.05308
H -2.45294 2.34426 0.25081
H -1.26509 2.01324 1.67526
H -4.36117 1.53413 1.33336
H -3.34188 1.75975 2.90135
H -5.32570 -0.38862 1.00578
H -4.19470 -1.90707 0.96326
H -5.90764 -2.83721 2.48392
H -6.35307 -1.13555 3.26121
H -4.72321 -2.05522 3.72595
O 6.04171 -2.42819 -1.03437
H 5.49356 -3.15113 -1.37460
H 5.50417 -2.03919 -0.32818
O 6.04215 -1.22906 1.80201
H 6.97205 -1.29547 1.53791
H 5.90415 -0.27935 1.93616
O 7.81249 0.13365 3.19740
H 7.52766 -0.62670 3.72616
H 8.72143 0.29597 3.49145
O 10.11222 -1.09008 2.52766
H 10.94424 -0.62648 2.34965
H 9.53232 -0.81774 1.80066
O 7.27554 -4.57868 -3.20880
H 7.46773 -3.86259 -2.58499
H 6.40728 -4.90583 -2.92937
O 4.90160 3.16327 1.93371
H 5.09379 3.87937 2.55752
H 4.03334 2.83612 2.21314
O -2.69872 -4.75337 -5.31734
H -1.82608 -4.75310 -5.73850
H -3.13601 -5.53591 -5.68530
O -5.87843 2.39142 3.02189
H -5.69764 3.13171 3.62034
H -6.02384 1.64004 3.61625
O -8.72636 4.02812 0.68716
H -8.95883 4.96017 0.81402
H -8.55021 3.70659 1.58414
O -1.99358 3.89162 3.96039
H -1.06368 3.82520 3.69629
H -2.13158 4.84132 4.09455
O 9.36523 -4.80041 -0.40540
H 8.73435 -5.04084 0.28962
H 8.86068 -4.90524 -1.22602
O 7.69526 -7.45651 -1.34656
H 7.53971 -6.72035 -1.95709
H 6.98712 -8.08507 -1.55251
O -2.37360 4.75219 -1.31391
H -2.06625 5.23953 -0.53487
H -1.85535 5.12512 -2.04283
O -7.15844 -3.17859 5.01798
H -7.42505 -2.94309 5.91927
H -6.55127 -3.92376 5.14062
O 7.82341 0.75187 -0.51197
H 7.27526 0.02893 -0.85219
H 7.28586 1.14087 0.19423
O 6.42053 -4.93157 1.29622
H 6.18807 -3.99952 1.42308
H 6.59668 -5.25310 2.19320
O -4.63688 3.48339 -5.76423
H -5.26776 3.24296 -5.06921
H -5.14143 3.37856 -6.58485
O -2.75481 7.01174 3.84359
H -1.92279 7.47534 3.66558
H -3.33472 7.28408 3.11659
O -8.92462 7.22697 0.61668
H -8.09260 7.69057 0.43868
H -9.50452 7.49931 -0.11031
O 5.31935 1.66964 -2.50313
H 5.03452 0.90929 -1.97436
H 6.22829 1.83196 -2.20908
O 4.16324 2.43673 4.35344
H 4.58672 3.20145 4.77146
H 4.85632 1.75954 4.34751
O 7.26812 -2.02924 5.11175
H 7.00151 -1.79375 6.01303
H 7.87529 -2.77442 5.23439
O 8.51356 2.29637 -3.32490
H 8.39684 1.71150 -2.56124
H 8.26633 1.74471 -4.08221
O 0.67365 1.60261 -6.53938
H 0.38881 0.84225 -6.01061
H 1.58258 1.76492 -6.24533
O -10.27142 2.63810 -3.75600
H -9.34152 2.57169 -4.02010
H -10.40942 3.58781 -3.62185
O 1.12082 1.10044 7.16414
H 1.30160 1.84074 7.76260
H 0.97541 0.34906 7.75851
O -10.29534 9.90504 -0.21388
H -10.52780 10.83710 -0.08701
H -10.11919 9.58352 0.68310
O -1.96944 -2.70534 -7.90515
H -1.66210 -2.21799 -7.12611
H -1.45120 -2.33241 -8.63407
O -7.74654 10.01678 -2.50954
H -8.37743 9.77635 -1.81452
H -8.25110 9.91195 -3.33016
O -0.02432 5.90121 4.85818
H 0.45029 5.06141 4.76679
H 0.17277 6.18415 5.76376
O 5.68567 -10.74902 -3.13498
H 5.45320 -9.81697 -3.00812
H 5.86182 -11.07054 -2.23800

Summary:
- Net charge: +1
- E_LUMO: -3.60 eV
- DFT total energy: -4998.15751 Eh
- 2S+1: 1
- Kohn-Sham gap: 7.76 eV

---

Record 3
Below is a molecular structure, C45H43IrN8O4S2Te, with properties calculated with ωB97M-V/def2-TZVPD.

Element x y z (Å)
Ir -0.16475 0.64118 -0.33237
C 4.23765 0.86842 3.14592
C 3.02461 0.90270 3.81895
C 1.86024 0.48739 3.18756
C 1.92898 0.05140 1.86933
C 3.13226 0.04525 1.17189
C 4.28963 0.44016 1.82359
N 0.73374 -0.31512 1.19472
C -0.00355 -1.36611 1.66836
C 0.41923 -2.22902 2.69424
C -0.38505 -3.27399 3.09118
C -1.62817 -3.49873 2.49503
C -2.08567 -2.65224 1.49832
C -1.28529 -1.60471 1.10050
N -1.65019 -0.63635 0.14500
N -2.73667 -0.67454 -0.46945
C -2.78941 0.35110 -1.43969
C -3.94974 0.49722 -2.17486
C -3.99881 1.48606 -3.14406
C -2.88188 2.27559 -3.35219
C -1.74607 2.07295 -2.58353
N -1.69650 1.13431 -1.63636
H 5.14018 1.19991 3.64226
H 2.97567 1.26520 4.83710
H 0.90283 0.53589 3.69203
H 3.13983 -0.24217 0.12920
H 5.22837 0.45839 1.28381
H 1.37299 -2.05144 3.17053
H -0.05695 -3.93149 3.88604
H -2.23978 -4.32589 2.82762
H -3.05689 -2.78025 1.04016
H -4.77955 -0.16412 -1.97233
H -4.89387 1.63018 -3.73357
H -2.87602 3.04991 -4.10578
H -0.84912 2.66006 -2.69598
O 2.55941 -4.08259 -1.51789
C 2.73589 -3.53667 -0.44007
O 2.04086 -2.63076 0.12779
C 3.98655 -3.96891 0.37991
N 3.96285 -3.12483 1.63451
C 3.83221 -4.03231 2.81699
C 3.17563 -5.26914 2.22314
C 3.88973 -5.40983 0.87730
H 4.88581 -3.76155 -0.19476
H 3.07384 -2.57330 1.43555
H 4.73675 -2.47028 1.70972
H 3.26540 -3.53318 3.59945
H 4.83296 -4.25442 3.18529
H 2.10844 -5.08924 2.07350
H 3.29157 -6.13767 2.86740
H 3.34967 -6.01686 0.15477
H 4.88196 -5.84178 1.01568
N -6.85236 4.63547 2.06703
C -5.62098 4.02844 2.18518
C -5.39360 2.76674 1.61691
C -4.14760 2.18283 1.69199
C -3.10403 2.83969 2.33514
C -3.32042 4.08124 2.91649
C -4.56702 4.67223 2.83883
S -1.51844 2.08594 2.39619
O -1.71209 0.66786 2.58722
O -0.74106 2.79317 3.38063
N -0.88089 2.27994 0.91464
C -0.68134 3.61208 0.53979
S -0.16391 4.87562 1.63031
C -0.13932 5.97579 0.31536
C -0.48742 5.33691 -0.82222
N -0.80356 4.01030 -0.68771
H -7.64189 4.04523 1.86941
H -7.05337 5.39438 2.69548
H -6.20870 2.24804 1.12611
H -3.98905 1.19552 1.27661
H -2.51150 4.57483 3.43727
H -4.73240 5.64147 3.29301
H 0.11848 7.01220 0.45371
H -0.54308 5.79413 -1.80000
C -0.04683 -0.63946 -3.89320
Te 0.93304 -1.06020 -2.02953
C -0.28153 -2.81025 -2.07542
C -0.53157 -3.05881 -3.54025
C -0.87260 -4.32234 -4.01092
C -1.10042 -4.52624 -5.36192
C -0.98076 -3.46824 -6.25408
C -0.63280 -2.20977 -5.79166
C -0.41055 -1.99836 -4.43470
H 0.64404 -0.10696 -4.54446
H -0.92849 -0.01953 -3.74285
H -1.20983 -2.65636 -1.52161
H 0.30475 -3.60053 -1.61453
H -0.94507 -5.15029 -3.31632
H -1.35702 -5.51331 -5.72278
H -1.14569 -3.62822 -7.31125
H -0.52513 -1.38661 -6.48804
C 3.45902 3.72427 -1.59380
C 2.78917 3.00938 -2.56939
C 1.77020 2.12686 -2.21428
C 1.38168 1.91758 -0.89030
C 2.08345 2.65976 0.07274
C 3.09240 3.54601 -0.26357
H 4.24809 4.41476 -1.86163
H 3.04816 3.13704 -3.61357
H 1.25150 1.62517 -3.02922
H 1.82391 2.56360 1.12100
H 3.59257 4.10727 0.51671

Summary:
- Energy relative to the best compared isomer or geometry (same formula, charge and spin): 11.3 kJ/mol
- Net charge: +1
- E_LUMO (spin up / spin down): -3.83 / -4.76 eV
- DFT total energy: -3648.17957 Eh
- 2S+1: 2
- Expectation value of S²: 0.79
- Kohn-Sham gap (spin up / spin down): 5.95 / 4.99 eV